Record 1
{"formula": "C6H10O", "method": "ωB97M-V/def2-TZVPD", "elements": ["C", "H", "C", "H", "H", "C", "O", "H", "H", "C", "C", "H", "C", "H", "H", "H", "H"], "coordinates": [[-0.802, -0.653, 0.091], [-1.668, -0.853, 0.725], [1.040, 1.216, -0.346], [1.021, 2.282, -0.600], [0.789, 0.573, 2.555], [-0.202, 0.716, 0.395], [1.894, 0.980, 0.792], [-1.670, 0.852, -1.334], [1.323, -1.443, 0.358], [-1.030, -0.943, -1.266], [0.820, 0.363, 1.485], [-0.264, -0.758, -2.017], [0.527, -1.039, 0.981], [1.344, 0.644, -1.234], [-1.473, 1.404, -0.748], [0.204, -1.761, 1.734], [-1.853, -1.581, -1.571]], "mulliken_charge": [0.1112, 0.2849, -0.4337, 0.2990, 0.4162, -0.0289, -0.4467, 0.0603, 0.2821, -1.0763, 0.0210, 0.2802, -0.7131, 0.2035, 0.0813, 0.3553, 0.3037], "homo_lumo_gap_ev": [7.8944, 7.5205], "homo_ev": [-7.79, -7.55], "lumo_energy_ev": [0.100, -0.033]}


Record 2
{"formula": "C6H10O", "method": "ωB97M-V/def2-TZVPD", "elements": ["C", "O", "H", "H", "H", "C", "H", "H", "H", "C", "C", "C", "C", "H", "H", "H", "H"], "coordinates": [[0.905, -1.644, 0.197], [1.006, 1.402, -1.119], [-2.328, 0.791, 0.238], [2.759, -0.637, -0.255], [-0.612, 0.634, 1.587], [-0.458, 0.349, 0.526], [1.223, -2.685, 0.114], [-1.234, -1.648, -0.179], [0.640, 0.774, -1.759], [-1.542, 1.103, -0.411], [-0.512, -1.235, 0.538], [1.710, -0.599, 0.024], [0.981, 0.714, 0.121], [-1.495, 2.208, -0.520], [-0.789, -1.681, 1.514], [1.431, 1.405, 0.840], [-1.685, 0.750, -1.455]], "mulliken_charge": [-0.2398, -0.6023, 0.4358, 0.4076, 0.3256, 0.1946, 0.4061, 0.3013, 0.3889, -1.3523, -0.6114, -0.6930, -0.2112, 0.2946, 0.2724, 0.3662, 0.3170], "homo_lumo_gap_ev": 10.5280, "homo_ev": -9.54, "lumo_energy_ev": 0.988, "smiles": "C[C@H]1CC=C[C@H]1O"}


Record 3
{"formula": "C6H10O", "method": "ωB97M-V/def2-TZVPD", "elements": ["H", "C", "O", "H", "H", "H", "H", "H", "H", "H", "H", "H", "C", "C", "C", "C", "C"], "coordinates": [[2.325, 0.884, -0.222], [2.354, 0.087, 0.533], [1.052, -0.352, 0.860], [-2.423, 1.488, -0.917], [0.253, 1.029, -1.263], [-1.254, 0.328, 1.628], [-1.694, -1.358, -0.771], [-0.055, -0.412, -2.356], [0.682, -1.927, -0.467], [-2.804, -0.079, 0.811], [2.976, -0.736, 0.152], [2.798, 0.478, 1.451], [-1.644, 1.550, -0.128], [-1.069, -0.574, -0.354], [-1.790, 0.316, 0.676], [0.385, -0.904, -0.220], [-0.027, -0.015, -1.346]], "mulliken_charge": [0.2918, -0.7177, -0.3416, 0.1728, 0.4059, 0.2345, 0.4285, 0.2892, 0.4145, 0.3502, 0.2951, 0.2428, -0.4635, -0.1025, -0.5550, -0.0331, -0.9117], "homo_lumo_gap_ev": 8.7668, "homo_ev": -8.29, "lumo_energy_ev": 0.473}


The records above yield F_max values of 0.525; 1.887; 0.357 eV/Å, respectively.